#one
20
Properties=species:S:1:pos:R:3 method="wB97M-V/def2-TZVPD" e_homo_ev=-8.8719 orbital_gap_ev=9.68 multiplicity=1 smiles="CNC(N)=O.CNN"
C 1.5446 -1.5261 1.4121
N 0.6328 -1.0926 0.3627
C -0.0389 1.2110 -1.3016
N -0.2101 -2.1669 -0.0868
N -0.2597 0.1476 -2.1333
O 0.6577 2.1637 -1.6092
H 0.3456 -2.9411 -0.4646
H -0.7588 -2.5666 0.6798
H 0.3888 0.1322 -2.9089
H -0.2809 -0.7498 -1.6426
H 1.0032 -1.8255 2.3166
H 2.2296 -0.7093 1.6586
H 2.1567 -2.3760 1.0862
C -1.1635 2.4384 0.5063
N -0.9168 1.1977 -0.1958
H -1.7228 0.6055 -0.3515
H 0.0631 -0.1832 0.6222
H -0.2125 2.8983 0.7820
H -1.7383 2.2213 1.4086
H -1.7197 3.1215 -0.1408

=====

#two
20
Properties=species:S:1:pos:R:3 method="wB97M-V/def2-TZVPD" e_homo_ev=-8.3609 orbital_gap_ev=9.12 multiplicity=1 smiles="CN(N)C(N)=O.CN"
C 1.3164 -1.9395 -0.5255
N 0.9380 -0.5976 -0.1073
C 0.4815 0.4236 -1.0205
N 1.4977 -0.1472 1.1222
N 0.3566 0.0272 -2.3279
O 0.5352 1.6193 -0.7353
H 2.4895 0.0453 0.9594
H 1.1005 0.7879 1.2769
H 0.0112 0.7732 -2.9186
H -0.0892 -0.8622 -2.4979
H 0.4335 -2.4448 -0.9261
H 1.7210 -2.5099 0.3144
H 2.0710 -1.8841 -1.3156
C -2.0196 1.2744 1.6876
N -1.7857 0.3469 0.5928
H -1.8492 0.8468 -0.2970
H -0.9672 -0.3245 0.7890
H -1.1026 1.8225 1.9178
H -2.3441 0.7422 2.5857
H -2.7943 2.0006 1.4261

=====

What is the least stable structure shown above? It is #two.